Record 1
{
  "formula": "C7H11N3O",
  "method": "ωB97M-V with the def2-TZVPD basis set",
  "homo_energy_ev": -8.66,
  "orbital_gap_ev": 9.31,
  "smiles": "CN(C)c1ccn(C)c(=O)n1",
  "multiplicity": 1,
  "total_charge": 0,
  "e_lumo_ev": 0.65,
  "elements": ["C", "N", "C", "C", "C", "C", "N", "C", "C", "O", "N", "H", "H", "H", "H", "H", "H", "H", "H", "H", "H", "H"],
  "xyz": [[-2.77, 1.38, 0.17], [-2.19, 0.08, -0.02], [-3.11, -1.04, -0.13], [-0.81, -0.17, 0.02], [-0.21, -1.47, 0.00], [1.17, -1.49, 0.06], [1.90, -0.34, -0.03], [3.32, -0.47, 0.09], [1.26, 0.87, -0.04], [2.05, 1.81, -0.18], [-0.11, 0.99, 0.04], [-3.37, 1.65, -0.67], [-3.34, 1.47, 1.08], [-1.99, 2.09, 0.18], [-3.09, -1.57, -1.09], [-4.14, -0.71, -0.07], [-2.98, -1.79, 0.59], [-0.74, -2.41, -0.02], [1.70, -2.46, 0.18], [3.85, 0.06, -0.73], [3.75, -0.03, 1.01], [3.60, -1.53, 0.05]]
}

Record 2
{
  "formula": "C5H14O2",
  "method": "ωB97M-V with the def2-TZVPD basis set",
  "homo_energy_ev": -8.85,
  "orbital_gap_ev": 9.51,
  "smiles": "CC=C(C)C.O.O",
  "multiplicity": 1,
  "total_charge": 0,
  "e_lumo_ev": 0.66,
  "elements": ["C", "C", "C", "C", "C", "H", "H", "H", "H", "H", "H", "H", "H", "H", "H", "O", "H", "H", "O", "H", "H"],
  "xyz": [[-1.28, 0.78, -0.01], [-0.53, -0.54, -0.12], [0.69, -0.67, 0.41], [1.72, -1.65, -0.10], [1.02, 0.10, 1.68], [-1.80, 0.90, 0.94], [-1.89, 0.91, -0.90], [-0.54, 1.57, -0.10], [-0.84, -1.29, -0.84], [2.70, -1.40, 0.30], [1.48, -2.68, 0.17], [1.84, -1.54, -1.18], [0.77, 1.16, 1.63], [0.50, -0.32, 2.53], [2.09, 0.07, 1.86], [1.63, 1.95, -1.53], [1.88, 2.87, -1.36], [1.60, 1.56, -0.65], [-3.97, -0.28, -0.98], [-3.71, -1.07, -1.48], [-3.34, -0.44, -0.26]]
}